A) ORCA calculation (ωB97M-V with the def2-TZVPD basis set) on the molecule C21H19N3O3S.

Geometry as XYZ:
```
47
Properties=species:S:1:pos:R:3:nbo_charge:R:1
H -5.19 -0.69 -0.92 0.19
H -1.54 0.83 -2.60 0.25
H -1.36 -3.02 -1.04 0.42
H 1.62 -1.82 2.64 0.24
C -2.02 1.51 -0.07 -0.09
N 2.93 -0.51 0.96 -0.62
H -5.14 3.42 1.15 0.22
C -0.95 0.17 -1.96 -0.50
C 0.13 0.19 1.65 0.32
H 3.67 1.82 1.81 0.22
O -2.29 -1.63 -2.86 -0.58
C -0.53 -1.59 0.17 0.17
C 3.91 1.66 0.77 -0.27
C -1.95 2.86 0.24 -0.12
H 4.81 3.58 0.52 0.22
H -4.25 -2.17 -0.63 0.21
C 2.33 -1.66 0.57 0.68
C -4.27 2.89 0.81 -0.19
H 3.62 -0.69 -1.65 0.25
H 2.19 -3.34 1.90 0.26
H 2.81 -0.22 1.92 0.42
C -0.79 0.78 -0.56 -0.22
H -1.01 3.37 0.13 0.21
H 4.75 1.07 -2.94 0.22
O -3.25 -0.49 -0.21 -0.52
C -3.06 3.55 0.68 -0.25
H 0.04 0.05 -2.41 0.25
C 4.55 2.64 0.04 -0.19
H -2.98 4.60 0.91 0.22
S -0.02 -2.91 1.25 0.28
N 0.57 0.60 2.64 -0.38
C 3.88 0.24 -1.18 -0.27
H -4.91 -1.27 0.75 0.18
N -1.13 -2.03 -0.97 -0.64
C 4.52 1.24 -1.90 -0.19
C -3.25 0.84 0.08 0.31
C -0.37 -0.28 0.44 -0.30
H 0.02 1.53 -0.62 0.24
C -1.57 -1.21 -1.98 0.73
H 5.36 3.21 -1.86 0.21
H -5.31 1.05 0.63 0.22
C 1.67 -2.40 1.72 -0.61
C 3.57 0.45 0.16 0.22
O 2.31 -2.09 -0.56 -0.61
C -4.36 1.55 0.51 -0.29
C 4.86 2.44 -1.29 -0.23
C -4.48 -1.18 -0.25 -0.25
```

Values from the calculation:
Kohn-Sham gap (eV): 8.9
LUMO level (eV): 0.24
Total charge: 0
SMILES: COc1ccccc1[C@@H]1CC(=O)NC(SCC(=O)Nc2ccccc2)=C1C#N
HOMO level (eV): -8.670


B) ORCA calculation (ωB97M-V with the def2-TZVPD basis set) on the molecule C21H19N3O3S.

Geometry as XYZ:
```
47
Properties=species:S:1:pos:R:3:nbo_charge:R:1
N -6.11 -6.53 4.72 -0.29
H -2.08 -0.60 3.03 0.22
C -1.18 -1.05 2.56 -0.15
H -0.47 0.16 -0.85 0.23
C -0.07 2.53 -3.26 -0.28
C 1.35 2.52 -3.22 0.25
H 1.45 3.72 -4.96 0.19
C 0.10 -2.95 1.94 -0.19
N 2.08 1.63 -2.51 -0.50
H 2.17 6.22 -4.85 0.19
C -2.85 -5.31 4.23 -0.14
H -0.83 -4.68 4.12 0.22
H 1.95 -2.59 0.90 0.24
H -0.27 0.89 2.23 0.25
O 3.37 3.01 -4.50 -0.72
H 3.74 2.52 -3.75 0.48
C 1.37 0.83 -1.68 0.36
C -4.19 -4.98 3.94 -0.19
H 3.18 6.74 -3.51 0.21
H -2.69 -6.20 4.89 0.24
S 2.22 0.39 0.68 2.25
C -0.73 1.69 -2.35 -0.14
C -0.16 -0.19 2.10 -0.19
H 2.94 4.59 -2.40 0.21
C 1.10 -2.11 1.35 -0.17
H 1.34 5.16 -2.88 0.20
C 2.93 5.88 -4.10 -0.60
C -1.84 -4.42 3.84 -0.23
C -0.01 0.84 -1.56 -0.29
C 2.08 3.52 -4.07 0.06
O 3.56 0.06 1.14 -0.91
H -0.54 3.28 -3.94 0.23
O 1.82 1.80 0.91 -0.92
C -1.04 -2.41 2.51 -0.08
C -5.26 -5.82 4.34 0.27
C 2.30 4.80 -3.25 -0.41
C -2.10 -3.30 3.06 0.05
H 3.09 0.21 -1.33 0.43
H -3.68 -2.12 2.10 0.23
H 0.21 -4.03 1.93 0.22
C 0.96 -0.72 1.39 -0.32
H 3.84 5.53 -4.58 0.22
H -5.49 -3.54 2.97 0.23
H -1.84 1.75 -2.32 0.22
C -4.47 -3.81 3.21 -0.14
N 2.18 0.07 -0.95 -0.84
C -3.42 -3.00 2.75 -0.23
```

Values from the calculation:
Kohn-Sham gap (eV): 8.7
LUMO level (eV): -0.56
Total charge: 0
SMILES: CC[C@@H](O)c1cccc(NS(=O)(=O)c2ccc(-c3ccc(C#N)cc3)cc2)n1
HOMO level (eV): -9.241


Which structure wins on stability? A) wins.


A) ORCA calculation (ωB97M-V with the def2-TZVPD basis set) on the molecule C6H8N2S2.

Geometry as XYZ:
```
18
Properties=species:S:1:pos:R:3:nbo_charge:R:1
H -0.64 -0.83 -0.79 0.24
H 1.78 -1.28 -0.84 0.20
H -3.86 -0.56 -0.59 0.41
S -3.65 2.13 0.15 -0.20
S -2.80 -3.11 0.09 0.08
C -2.38 -1.59 0.19 -0.02
H 3.27 1.07 0.34 0.21
H 1.17 1.15 0.83 0.19
N -1.17 1.03 0.09 -0.55
C -2.53 0.85 -0.02 0.25
C -0.26 0.11 -0.26 0.00
C 2.12 -0.43 -0.18 -0.12
H 4.21 -0.15 -0.65 0.23
N -2.95 -0.52 -0.29 -0.64
C 1.06 0.34 0.19 -0.29
H -0.85 2.02 0.43 0.45
H 3.96 -0.25 1.13 0.23
C 3.52 0.03 0.18 -0.65
```

Values from the calculation:
Kohn-Sham gap (spin up / spin down) (eV): 7.3 / 6.0
LUMO level (spin up / spin down) (eV): -0.81 / -0.93
Total charge: 0
HOMO level (spin up / spin down) (eV): -8.157 / -6.941


B) ORCA calculation (ωB97M-V with the def2-TZVPD basis set) on the molecule C6H8N2S2.

Geometry as XYZ:
```
18
Properties=species:S:1:pos:R:3:nbo_charge:R:1
S -1.12 1.57 0.08 0.20
H -4.00 -2.26 0.24 0.22
H 0.71 2.79 0.24 0.23
H -3.04 0.02 -0.42 0.35
C -1.37 -0.07 0.58 -0.11
H -2.39 -2.43 0.99 0.22
N -2.43 -0.64 0.04 -0.58
S 2.90 -1.25 0.31 0.58
H 2.27 1.64 -1.74 0.23
C 3.27 -0.14 -0.94 -0.38
H 0.46 2.08 1.82 0.26
C 0.61 1.82 0.72 -0.53
N 1.61 -0.27 0.90 -0.52
C -2.96 -1.96 0.17 -0.43
C 1.60 0.91 0.29 0.12
C 2.42 0.93 -0.91 -0.28
H 3.95 -0.30 -1.63 0.22
H -2.50 -2.45 -0.74 0.20
```

Values from the calculation:
Kohn-Sham gap (eV): 8.5
LUMO level (eV): 0.61
Total charge: 0
HOMO level (eV): -7.864


Which structure wins on stability? B) wins.